1:
14
Properties=species:S:1:pos:R:3:mulliken_charge:R:1 method="wB97M-V/def2-TZVPD" smiles=C[SiH2]CCI
C 1.98503 -0.75801 -0.27704 -1.07
Si 0.90630 0.65894 0.42196 0.56
C -0.88621 0.28551 0.84763 -0.72
C -1.88597 0.11298 -0.67303 -0.96
I -3.92625 -0.17079 -0.28234 0.03
H 2.09238 -0.71182 -1.36725 0.32
H 2.93493 -0.82944 0.32592 0.27
H 1.43275 -1.71900 -0.27183 0.33
H 0.93239 1.35667 -0.76599 -0.16
H 1.77741 0.95524 1.53869 -0.20
H -0.93736 -0.73130 1.36597 0.32
H -1.33866 1.06962 1.48895 0.40
H -1.71049 1.08625 -1.17206 0.38
H -1.37626 -0.60484 -1.17958 0.49

***

2:
Molecular formula: C3H9ISi
Method: DFT, ωB97M-V/def2-TZVPD

Structure (XYZ):
```
14
Properties=species:S:1:pos:R:3:mulliken_charge:R:1
C 1.75024 0.62368 -0.23645 -0.89
C -0.93257 -0.81690 -0.62587 -0.82
C -1.78969 0.92331 0.79524 -0.99
Si 0.90745 -1.13582 -0.44280 0.42
I -0.96025 0.43760 2.62571 0.09
H 1.13794 1.12870 0.53903 0.11
H 2.80013 0.77349 -0.25029 0.39
H 1.57199 1.29096 -1.10077 0.29
H -1.44306 -0.22855 -1.41863 0.44
H -1.48625 -1.64871 -0.17724 0.32
H -1.20138 1.54336 0.18296 0.49
H -2.85060 0.71805 0.62998 0.42
H 0.95216 -1.60496 0.99739 -0.10
H 1.54389 -2.00421 -1.51827 -0.15
```

***

Relative calculated energies, zero for the most stable structure, unit kJ/mol: 1 0.0; 2 199.2.